1.
{"formula": "C31H59ClNO9P2", "method": "the ωB97M-V functional and the def2-TZVPD basis", "symbols": ["C", "C", "C", "C", "P", "C", "C", "C", "C", "C", "C", "C", "C", "C", "O", "C", "N", "O", "C", "C", "P", "O", "Cl", "O", "H", "H", "H", "H", "H", "H", "H", "H", "H", "H", "H", "H", "H", "H", "H", "H", "H", "H", "H", "H", "H", "H", "H", "H", "H", "H", "H", "H", "H", "C", "C", "O", "C", "H", "H", "H", "H", "H", "H", "C", "C", "O", "C", "H", "H", "H", "H", "H", "H", "C", "C", "O", "C", "H", "H", "H", "H", "H", "H", "C", "C", "O", "C", "H", "H", "H", "H", "H", "H", "C", "C", "O", "C", "H", "H", "H", "H", "H", "H"], "positions_angstrom": [[-2.42208, 2.17096, 1.21560], [-1.80881, 0.81904, 1.62665], [-2.62425, -0.43749, 1.22675], [-1.78756, -1.51763, 0.51031], [-2.09939, -3.32327, 0.94078], [-2.12603, -3.83278, -0.99219], [-0.87539, -3.46819, -1.70538], [0.31537, -4.16288, -1.47226], [1.49991, -3.79367, -2.09233], [1.53605, -2.71962, -2.96817], [0.36117, -2.02960, -3.24066], [-0.81713, -2.40820, -2.61636], [-1.97515, -3.04318, 2.83263], [-0.86216, -2.13378, 3.36276], [0.36375, -2.23403, 2.64798], [-0.63195, -2.40564, 4.89545], [0.60077, -3.10125, 5.23837], [-2.54303, -5.04766, 1.31208], [-3.88875, -5.22997, 1.59298], [-4.64211, -4.14335, 0.82838], [-6.30031, -3.68969, 1.52316], [-6.53234, -2.37686, 0.58414], [-5.76821, -2.81179, 3.33423], [-3.84644, -2.99713, 0.86637], [-3.46966, 2.06340, 0.93388], [-2.38497, 2.86623, 2.05660], [-1.85607, 2.62165, 0.40401], [-0.78887, 0.71879, 1.25615], [-1.72679, 0.81863, 2.71687], [-3.40092, -0.09870, 0.53625], [-3.14949, -0.83047, 2.09600], [-2.01619, -1.42489, -0.55071], [-0.71872, -1.32082, 0.59856], [-0.73132, -3.76409, 0.92531], [-2.25643, -4.91438, -1.03243], [-2.98385, -3.37912, -1.50015], [0.30145, -5.00209, -0.78753], [2.40170, -4.35794, -1.88300], [2.46959, -2.42372, -3.43331], [0.33262, -1.18791, -3.92093], [-1.73059, -1.86317, -2.82891], [-2.91343, -2.60650, 3.18319], [-1.88077, -4.02311, 3.30940], [-1.15177, -1.08810, 3.29728], [0.60813, -3.16222, 2.60590], [-1.45939, -3.00582, 5.27381], [-0.62061, -1.44740, 5.40858], [0.61798, -4.05092, 4.89513], [1.40598, -2.58903, 4.91079], [-4.08968, -5.11675, 2.67143], [-4.19980, -6.22720, 1.26112], [-4.81789, -4.42419, -0.22291], [-5.68398, -2.10963, 0.19329], [1.48703, 2.63247, 6.32838], [1.51252, 1.12042, 6.33634], [0.69752, 0.46992, 5.73280], [2.61184, 0.45968, 7.13703], [0.65525, 2.97759, 5.71908], [1.37489, 3.01154, 7.34599], [2.42140, 3.02052, 5.91814], [2.54259, 0.75607, 8.18543], [3.58869, 0.76580, 6.75761], [2.51378, -0.62089, 7.05982], [1.15844, 2.30358, -7.05941], [1.21377, 1.27531, -5.95599], [0.23541, 0.64408, -5.63508], [2.54502, 1.06771, -5.27303], [0.14767, 2.34111, -7.45763], [1.43509, 3.28861, -6.67918], [1.84455, 2.03294, -7.86350], [2.88008, 2.00097, -4.81664], [3.29417, 0.75351, -6.00213], [2.44528, 0.30518, -4.50352], [2.45413, 4.22445, 0.60326], [1.33155, 3.34112, 0.11562], [0.23430, 3.77870, -0.14476], [1.63958, 1.86822, -0.02400], [2.10912, 5.25399, 0.66360], [2.78670, 3.89801, 1.58554], [3.30164, 4.16533, -0.08176], [1.94187, 1.45310, 0.93926], [2.45911, 1.72231, -0.73109], [0.75964, 1.33669, -0.37853], [5.59501, 7.13084, 3.43379], [5.40704, 5.64119, 3.27083], [4.54713, 5.18607, 2.55550], [6.34692, 4.74958, 4.04709], [4.86225, 7.65882, 2.82864], [5.47031, 7.41148, 4.48102], [6.60007, 7.41831, 3.12024], [6.25003, 4.94409, 5.11663], [7.37943, 4.94983, 3.75581], [6.11071, 3.70749, 3.84622], [-2.81371, 1.30441, -10.35174], [-1.56540, 0.66664, -9.78789], [-0.46184, 1.03171, -10.12149], [-1.76364, -0.43967, -8.78229], [-2.53936, 2.08489, -11.05760], [-3.42132, 0.55296, -10.85870], [-3.40834, 1.73618, -9.54514], [-2.33310, -1.25597, -9.23071], [-2.31851, -0.06888, -7.91898], [-0.79845, -0.81087, -8.44779]], "atomic_forces_ev_per_a": [[0.3, -0.2, 0.2], [-0.4, -0.1, 0.5], [0.3, 0.3, -0.3], [-0.3, 0.0, -0.2], [0.6, -0.4, -0.2], [-0.1, 0.0, -0.1], [0.0, 0.0, -0.1], [0.0, 0.0, 0.1], [0.0, -0.1, 0.1], [0.1, 0.1, -0.1], [-0.2, 0.0, 0.1], [-0.1, 0.0, 0.1], [-0.1, 0.4, -0.1], [-0.2, -0.4, 0.5], [0.2, 0.3, 0.1], [0.1, 0.1, -0.4], [-0.1, 0.0, 0.6], [-0.1, 0.1, -0.1], [0.2, 0.0, -0.1], [0.3, 0.6, 0.5], [-0.3, -0.2, -0.4], [-0.1, -0.1, -0.2], [0.2, 0.0, 0.1], [-0.3, 0.0, -0.1], [0.0, 0.0, -0.1], [0.0, 0.1, -0.1], [-0.2, 0.1, -0.2], [0.0, 0.1, -0.1], [0.2, 0.0, 0.0], [-0.1, -0.1, 0.0], [0.0, 0.0, 0.0], [0.1, 0.0, -0.1], [0.0, -0.1, 0.2], [0.0, 0.1, 0.1], [0.0, 0.0, 0.1], [0.0, 0.1, 0.1], [0.0, 0.0, 0.0], [0.0, 0.0, 0.0], [0.0, 0.0, 0.0], [0.1, 0.0, -0.1], [0.0, 0.0, 0.0], [0.0, -0.2, 0.2], [0.0, -0.1, -0.1], [0.1, 0.0, -0.3], [-0.1, -0.1, -0.1], [-0.1, 0.1, 0.0], [0.0, -0.1, 0.2], [0.1, 0.0, -0.2], [0.0, -0.1, -0.3], [-0.1, -0.1, 0.0], [-0.1, 0.0, 0.1], [-0.2, -0.3, 0.0], [0.2, 0.2, 0.3], [-0.1, 0.0, -0.1], [0.1, 0.0, 0.0], [0.0, 0.1, 0.0], [-0.1, -0.1, 0.0], [0.0, 0.0, 0.0], [0.1, 0.0, 0.0], [0.0, 0.0, 0.1], [0.1, 0.1, 0.0], [0.0, 0.1, 0.1], [0.0, 0.0, 0.0], [-0.2, 0.0, 0.0], [0.0, 0.0, 0.0], [-0.1, 0.0, -0.1], [-0.1, -0.1, 0.1], [0.0, 0.0, 0.0], [0.1, 0.0, 0.0], [0.0, 0.1, 0.0], [0.0, 0.0, -0.1], [0.0, 0.1, 0.0], [0.0, 0.0, 0.0], [-0.3, 0.0, -0.1], [0.0, -0.2, 0.0], [0.1, 0.2, 0.0], [-0.1, 0.0, -0.1], [0.0, 0.0, 0.0], [0.1, 0.0, 0.0], [0.1, -0.1, 0.1], [0.1, 0.0, 0.0], [0.1, 0.0, 0.1], [0.0, 0.0, 0.0], [-0.1, 0.0, -0.1], [0.0, 0.0, 0.0], [0.1, 0.1, 0.1], [-0.1, -0.1, -0.1], [0.0, 0.0, 0.0], [0.1, 0.0, 0.0], [0.0, 0.0, 0.1], [0.1, 0.0, 0.0], [0.0, 0.0, 0.1], [0.0, 0.0, 0.0], [0.1, 0.1, -0.1], [0.0, -0.1, 0.1], [0.0, 0.1, -0.1], [0.1, 0.0, 0.0], [0.0, 0.0, 0.0], [-0.1, 0.0, 0.1], [0.0, -0.1, 0.0], [-0.1, 0.0, 0.0], [0.0, 0.0, 0.0], [0.0, 0.0, 0.0]], "mulliken_charge": [-1.287, 0.008, -0.775, -1.351, 2.027, -1.708, 0.619, -0.406, -0.788, -0.287, -0.448, -0.322, -1.933, 1.597, -0.636, -0.908, -0.650, -0.748, -0.792, -0.072, 0.032, -0.516, -0.253, -0.146, 0.428, 0.320, 0.203, 0.160, 0.105, 0.632, 0.141, 0.627, 0.583, -0.210, 0.496, 0.308, 0.408, 0.362, 0.378, 0.387, 0.348, 0.284, 0.581, -0.852, 0.437, 0.414, 0.284, 0.270, 0.285, 0.275, 0.334, 0.371, 0.400, -1.062, 0.765, -0.454, -1.088, 0.278, 0.339, 0.270, 0.333, 0.327, 0.257, -1.142, 0.893, -0.521, -0.952, 0.216, 0.362, 0.323, 0.334, 0.326, 0.120, -1.053, 0.899, -0.574, -1.080, 0.327, 0.277, 0.318, 0.314, 0.444, 0.205, -1.095, 0.764, -0.481, -1.100, 0.281, 0.325, 0.332, 0.326, 0.353, 0.270, -1.155, 0.879, -0.547, -1.074, 0.311, 0.336, 0.309, 0.404, 0.313, 0.231], "e_above_lowest_kj_mol": 0.0, "total_charge": -1, "total_energy_ha": -3091.463416, "gap_ev": 5.76, "lumo_ev": 1.672, "e_homo_ev": -4.084, "largest_force_ha_per_bohr": 0.0168}

2.
{"formula": "C31H59FIN4O12", "method": "the ωB97M-V functional and the def2-TZVPD basis", "symbols": ["O", "C", "I", "C", "N", "C", "N", "C", "C", "O", "N", "C", "O", "N", "C", "O", "F", "H", "H", "H", "H", "H", "H", "H", "H", "H", "H", "H", "C", "C", "O", "C", "H", "H", "H", "H", "H", "H", "C", "C", "O", "C", "H", "H", "H", "H", "H", "H", "C", "C", "O", "C", "H", "H", "H", "H", "H", "H", "C", "C", "O", "C", "H", "H", "H", "H", "H", "H", "C", "C", "O", "C", "H", "H", "H", "H", "H", "H", "C", "C", "O", "C", "H", "H", "H", "H", "H", "H", "C", "C", "O", "C", "H", "H", "H", "H", "H", "H", "C", "C", "O", "C", "H", "H", "H", "H", "H", "H"], "positions_angstrom": [[2.08093, -4.43846, 1.34255], [3.04769, -3.84952, 1.70871], [4.17227, -4.54004, 3.37297], [3.54581, -2.58772, 1.02092], [3.24449, -1.39404, 1.79591], [2.03129, -0.95494, 2.06621], [0.94945, -1.59632, 1.61224], [-0.40375, -1.10365, 1.96458], [-0.87815, -1.63745, 3.31686], [-1.72715, -0.67617, 3.90685], [1.88208, 0.18024, 2.87651], [2.02677, 1.39833, 2.12618], [2.67765, 1.44995, 1.11362], [1.31319, 2.48431, 2.61544], [0.96890, 2.52157, 3.99272], [1.46506, 3.22846, 4.79616], [-0.01810, 1.68368, 4.25969], [3.14143, -2.52135, 0.01372], [4.62820, -2.63698, 0.94025], [4.01964, -0.83684, 2.11578], [1.02227, -1.81370, 0.61917], [-0.50196, -0.02368, 1.93815], [-1.07278, -1.49778, 1.21055], [-0.02854, -1.89158, 3.95417], [-1.44621, -2.55295, 3.14467], [-1.45366, -0.56307, 4.82714], [2.46778, 0.16728, 3.70660], [1.85218, 3.33426, 2.42456], [0.55326, 7.08796, 0.13598], [1.01465, 5.76300, 0.68221], [1.50697, 5.65923, 1.78667], [0.83732, 4.55049, -0.18578], [0.73687, 7.87115, 0.86693], [1.09178, 7.31894, -0.78423], [-0.51321, 7.04387, -0.08981], [1.38879, 4.65147, -1.12152], [-0.21110, 4.38243, -0.41785], [1.23116, 3.69795, 0.36003], [-3.56789, -2.29690, 6.98720], [-2.10817, -2.08392, 7.28842], [-1.45225, -1.26438, 6.68211], [-1.49880, -2.92986, 8.37462], [-3.87885, -1.62965, 6.18715], [-3.73771, -3.33034, 6.68177], [-4.16453, -2.09816, 7.87844], [-1.59203, -3.98627, 8.11916], [-2.01875, -2.75617, 9.31743], [-0.44799, -2.67814, 8.49224], [-0.02598, 3.35639, -4.03586], [-1.32879, 3.91526, -3.51365], [-1.52373, 4.07108, -2.32889], [-2.37657, 4.26958, -4.53736], [0.64364, 3.14020, -3.20624], [-0.20359, 2.43980, -4.60058], [0.44722, 4.08076, -4.70128], [-2.64655, 3.38524, -5.11635], [-1.98940, 5.02557, -5.22261], [-3.26467, 4.65178, -4.04007], [0.94322, -0.22905, -3.13234], [1.21719, -1.54297, -2.46426], [1.71040, -1.59591, -1.35119], [0.85487, -2.79295, -3.21720], [1.24777, 0.58278, -2.47511], [1.49715, -0.15217, -4.06853], [-0.12335, -0.13954, -3.34695], [1.40162, -2.82829, -4.16014], [-0.21295, -2.79378, -3.44013], [1.10001, -3.67036, -2.62322], [2.07788, 2.65537, -7.69474], [2.64268, 2.05578, -6.43289], [2.01514, 1.25378, -5.77692], [4.02386, 2.50134, -6.02522], [1.08364, 2.25620, -7.87836], [2.02044, 3.74091, -7.60015], [2.72311, 2.41864, -8.54159], [4.03706, 3.58099, -5.86878], [4.74127, 2.25948, -6.81034], [4.31520, 2.00079, -5.10521], [-4.63843, 4.89441, -0.91985], [-5.91126, 4.81742, -1.72790], [-6.00915, 4.07094, -2.67378], [-7.04830, 5.71486, -1.30442], [-3.90760, 4.20515, -1.33451], [-4.23199, 5.90656, -0.95845], [-4.83470, 4.63531, 0.12196], [-6.73705, 6.75955, -1.34937], [-7.34286, 5.48690, -0.27902], [-7.89835, 5.56433, -1.96470], [5.97812, -9.41145, 1.64558], [4.78108, -8.58922, 2.05525], [4.68274, -8.11722, 3.16279], [3.70713, -8.38314, 1.01257], [6.67227, -9.48530, 2.47847], [5.66129, -10.41278, 1.35075], [6.48067, -8.94516, 0.79665], [3.30440, -9.34561, 0.69437], [4.12582, -7.87971, 0.13920], [2.90493, -7.77786, 1.42885], [-3.96120, -1.10307, -1.03210], [-3.63824, -2.40168, -0.33457], [-3.14705, -2.42015, 0.77156], [-3.96091, -3.67400, -1.07700], [-3.68630, -0.26566, -0.39531], [-3.41476, -1.03748, -1.97481], [-5.02822, -1.05109, -1.25116], [-3.41352, -3.70625, -2.02055], [-5.02807, -3.71741, -1.29797], [-3.68448, -4.53247, -0.47043]], "atomic_forces_ev_per_a": [[0.4, 0.2, 0.0], [-0.8, -0.5, -0.2], [0.1, 0.1, 0.1], [0.6, 0.1, -0.1], [-0.1, -0.1, 0.2], [-0.2, -0.6, 0.0], [0.2, 1.9, -0.4], [-0.3, -0.5, 0.0], [-0.3, 0.1, 0.0], [0.3, 0.0, 0.0], [0.2, -0.4, 0.1], [-0.4, 0.2, -0.7], [-0.3, -0.1, 0.3], [1.3, 0.0, 0.8], [-0.1, 0.1, 0.0], [-0.2, -0.1, -0.1], [0.0, 0.0, 0.0], [-0.3, 0.0, 0.0], [0.1, 0.0, 0.0], [0.0, 0.1, -0.1], [0.3, -0.8, 0.0], [0.3, 0.2, 0.1], [0.0, 0.0, -0.2], [0.1, 0.1, 0.1], [0.1, -0.1, 0.0], [-0.3, -0.1, 0.1], [-0.1, 0.0, 0.1], [-0.4, 0.3, -0.3], [0.1, 0.0, 0.2], [0.0, 0.0, 0.0], [0.0, -0.1, 0.1], [0.2, -0.1, 0.2], [0.0, 0.0, 0.0], [-0.1, 0.0, -0.1], [0.0, 0.0, -0.1], [-0.1, 0.1, -0.1], [-0.1, 0.1, -0.2], [0.0, -0.1, -0.2], [0.1, 0.1, -0.1], [-0.2, 0.0, 0.0], [0.3, 0.1, 0.0], [0.2, 0.1, -0.1], [0.0, 0.0, 0.0], [0.0, 0.0, 0.1], [0.0, -0.1, 0.0], [-0.1, 0.0, 0.1], [-0.1, -0.1, 0.0], [0.0, 0.0, 0.0], [0.0, 0.0, 0.2], [-0.1, 0.0, -0.1], [0.0, -0.1, 0.0], [-0.1, 0.1, 0.2], [0.0, 0.0, 0.0], [0.0, 0.1, -0.1], [0.0, 0.0, -0.1], [0.0, 0.0, -0.1], [0.0, -0.1, -0.1], [0.0, 0.0, 0.0], [0.1, 0.0, 0.3], [-0.1, 0.1, -0.1], [-0.1, -0.1, 0.3], [0.1, -0.1, 0.2], [0.0, 0.0, 0.0], [-0.1, 0.0, -0.1], [0.0, 0.0, -0.1], [-0.1, 0.0, -0.1], [0.0, 0.0, -0.1], [0.0, 0.0, 0.0], [-0.1, -0.1, 0.1], [0.1, 0.1, -0.1], [0.0, 0.0, 0.0], [-0.1, -0.1, 0.1], [0.0, 0.0, 0.0], [0.1, 0.0, -0.1], [0.0, 0.1, 0.0], [0.0, 0.0, -0.1], [0.0, 0.1, 0.0], [0.0, 0.0, 0.0], [0.0, -0.2, -0.1], [0.0, 0.1, 0.1], [0.0, 0.0, -0.1], [-0.1, -0.1, -0.1], [0.0, 0.0, 0.0], [0.0, 0.0, 0.1], [0.0, 0.1, 0.0], [0.0, 0.0, 0.1], [0.0, 0.1, 0.0], [0.0, 0.0, 0.0], [0.0, 0.0, 0.2], [0.0, -0.1, -0.1], [0.0, 0.1, 0.1], [-0.1, 0.1, 0.1], [0.0, 0.0, 0.0], [0.0, 0.0, -0.1], [0.0, -0.1, -0.1], [0.0, 0.0, -0.1], [0.0, -0.1, -0.1], [0.0, 0.0, 0.0], [0.1, 0.0, 0.2], [-0.1, 0.0, -0.1], [0.1, 0.0, 0.0], [0.1, -0.1, 0.2], [0.0, 0.0, 0.0], [-0.1, 0.0, -0.1], [0.0, 0.0, -0.1], [-0.1, 0.0, -0.1], [0.0, 0.0, -0.1], [0.0, 0.0, 0.0]], "mulliken_charge": [-0.422, 0.322, 0.080, -0.320, -0.052, -0.302, 0.354, -0.098, -0.536, -0.529, 0.039, 0.428, -0.579, 0.117, 0.303, -0.450, -0.085, -0.138, 0.589, 0.318, 0.059, 0.208, -0.027, 0.451, 0.421, 0.357, 0.377, 0.324, -1.193, 0.766, -0.582, -0.034, 0.355, 0.321, 0.264, 0.337, 0.105, -0.295, -1.147, 0.875, -0.598, -1.155, 0.270, 0.334, 0.386, 0.347, 0.345, 0.292, -0.931, 0.693, -0.418, -1.102, 0.104, 0.336, 0.392, 0.350, 0.350, 0.204, -0.815, 0.639, -0.630, -1.254, 0.182, 0.371, 0.355, 0.379, 0.313, 0.317, -1.191, 0.813, -0.492, -1.181, 0.295, 0.327, 0.401, 0.318, 0.375, 0.299, -0.897, 0.827, -0.558, -1.158, 0.091, 0.309, 0.432, 0.313, 0.329, 0.318, -1.111, 0.804, -0.529, -0.996, 0.302, 0.335, 0.316, 0.375, 0.301, 0.213, -1.139, 0.918, -0.560, -1.170, 0.274, 0.283, 0.402, 0.308, 0.363, 0.307], "total_charge": 1, "total_energy_ha": -2735.889060, "gap_ev": 8.32, "lumo_ev": -2.663, "e_homo_ev": -10.987, "largest_force_ha_per_bohr": 0.0375}